Record 1
C25H45BrClPTm | the ωB97M-V functional and the def2-TZVPD basis

```
74
Properties=species:S:1:pos:R:3:forces:R:3
Tm 2.61279 -3.23391 -0.89398 2.0 0.7 -0.7
P 0.13353 0.21206 -0.31150 0.1 0.3 0.4
Cl 1.52493 -3.63035 -3.03396 -0.9 -0.4 -1.6
C 1.29793 1.34498 0.62860 0.9 -0.5 -1.6
H 1.24986 2.31769 0.10900 -0.2 -0.1 -0.4
H 2.28028 0.89849 0.39149 -0.1 0.2 0.1
C 0.12936 -1.70789 -0.33012 0.2 0.2 -0.7
C 0.40975 0.68487 -2.08924 0.3 0.0 0.0
C -1.32055 -2.22666 -0.50989 -0.3 0.3 0.1
H 0.68676 -1.96172 -1.29124 -0.7 0.7 0.9
C -1.45765 -3.75146 -0.46112 -0.3 -0.1 -0.2
H -1.94916 -1.80452 0.28642 0.2 -0.2 -0.3
H -1.74801 -1.86394 -1.46126 0.3 -0.1 0.3
C -0.74361 -4.37109 0.74137 0.5 0.0 -0.2
H -2.52876 -4.00112 -0.44939 0.2 0.1 0.0
H -1.05614 -4.17158 -1.39485 0.0 0.0 0.3
C 0.73656 -3.96414 0.60439 -1.1 -0.1 -0.5
H -1.16317 -4.01148 1.68882 0.0 0.0 -0.1
H -0.84382 -5.46238 0.72520 0.0 0.1 0.0
C 0.84495 -2.42526 0.82068 0.4 0.0 0.2
H 1.42898 -4.49708 1.26657 -0.2 0.0 -0.1
H 0.93148 -4.30367 -0.49543 -0.5 0.1 1.7
H 0.39276 -2.14501 1.77700 0.2 -0.2 -0.1
H 1.92337 -2.07751 0.93387 -1.1 0.0 0.0
C -1.49483 0.91681 0.21616 -0.2 -0.3 -0.2
C 0.10080 2.16631 -2.38553 -0.1 0.1 0.0
H 1.50311 0.53837 -2.18330 -0.2 0.0 0.0
C 0.49867 2.55139 -3.81855 0.2 -0.2 0.0
H -0.97146 2.36715 -2.24605 0.2 0.0 -0.1
H 0.63081 2.82269 -1.68382 -0.1 -0.2 -0.2
C -0.09068 1.62661 -4.88757 -0.2 -0.1 0.1
H 0.18860 3.58420 -4.01200 0.1 -0.1 0.0
H 1.59365 2.52797 -3.89314 -0.1 0.0 0.0
C 0.08737 0.13804 -4.56293 0.2 0.1 0.1
H -1.15997 1.84706 -5.01235 0.1 0.0 0.1
H 0.38659 1.83662 -5.85135 -0.1 0.0 0.1
C -0.26151 -0.24576 -3.11655 -0.3 -0.2 -0.1
H -0.52459 -0.46508 -5.24624 0.2 0.1 0.1
H 1.13302 -0.14665 -4.74837 -0.1 0.0 0.1
H -1.35592 -0.23811 -2.98148 0.3 0.1 -0.1
H 0.06670 -1.28650 -2.98031 -0.1 0.3 0.0
C -1.94704 0.40793 1.59441 0.0 0.1 0.3
H -1.25149 1.99040 0.32500 0.1 -0.3 0.0
C -3.08133 1.28670 2.12978 0.0 0.0 -0.2
H -2.31016 -0.62742 1.51752 0.1 0.3 0.1
H -1.11560 0.40042 2.30893 -0.2 0.0 -0.1
C -4.26059 1.35678 1.14988 0.0 -0.1 0.0
H -3.41507 0.88957 3.09579 0.0 0.1 -0.1
H -2.69431 2.29950 2.30869 0.0 -0.1 0.0
C -3.83007 1.69597 -0.28415 0.1 0.0 0.0
H -4.77319 0.38581 1.14551 0.0 0.1 0.0
H -4.98607 2.09990 1.50033 0.0 -0.1 -0.1
C -2.66342 0.82769 -0.77710 -0.2 -0.1 -0.1
H -4.67700 1.57795 -0.97175 0.1 0.1 0.1
H -3.52207 2.74964 -0.32711 0.0 -0.1 0.0
H -3.00143 -0.21522 -0.86830 0.1 0.3 0.0
H -2.36348 1.15271 -1.78218 -0.2 -0.1 0.3
C 1.38816 0.24183 2.89037 -2.1 1.7 -0.8
C 1.19292 1.55856 2.10587 -0.3 -1.6 2.1
H 0.55888 -0.46738 2.92463 0.0 0.3 0.1
C 2.20780 2.63824 2.56213 -0.2 -0.1 -0.3
H 0.18950 1.94651 2.35865 0.1 0.2 -0.3
C 3.61260 2.07457 2.77101 -0.1 0.0 0.0
H 2.24447 3.45314 1.82814 0.0 0.0 0.0
H 1.83945 3.07073 3.50061 0.1 -0.1 -0.1
C 3.62430 1.00208 3.84932 -0.6 -0.6 0.0
H 3.97507 1.64699 1.82965 0.1 0.0 0.0
H 4.29672 2.88859 3.03652 0.0 0.0 -0.1
C 2.64256 -0.15314 3.50494 1.4 -0.9 0.3
H 4.63646 0.60565 3.97790 -0.1 0.0 0.0
H 3.31726 1.44320 4.80551 0.0 0.1 0.0
H 3.17722 -0.88199 2.85229 0.5 0.2 0.3
H 2.39842 -0.71533 4.42529 0.5 0.1 -0.1
Br 4.48776 -3.01901 0.85385 1.2 0.0 1.0
```
Forces are in eV/Å.

2S+1 = 3
E_tot = -5440.29183 a.u.
E_HOMO (spin up / spin down) = -0.64 / -1.53 eV
relative energy (zero: lowest compared OMol25 entry of this formula, charge and spin) = 0.0 kcal per mole
LUMO energy (spin up / spin down) = 0.0843 / 0.0839 Ha
net charge = -1

---

Record 2
C25H45ClNO2PPr | the ωB97M-V functional and the def2-TZVPD basis

```
76
Properties=species:S:1:pos:R:3:forces:R:3
Pr -0.46419 -0.34141 0.39474 1.2 2.0 -2.6
Cl 0.98659 0.30151 2.53028 0.3 -0.3 1.0
P 2.17910 -0.44362 -0.84171 -0.9 0.3 0.3
C -2.48072 -1.01570 1.94353 -0.8 0.7 -0.2
H -2.55267 -1.92805 1.33265 -0.2 0.4 0.3
H -2.30399 -1.14354 3.01667 0.3 0.1 -0.5
C 2.37953 -0.02401 -2.63481 0.1 0.0 0.5
C 2.56311 -2.23709 -0.47665 0.6 0.6 -0.3
C 1.61258 -0.98157 -3.56836 0.0 0.1 0.1
H 1.85599 0.95132 -2.69631 0.2 -0.3 0.1
C 1.64039 -0.42548 -4.99985 0.0 -0.1 0.2
H 2.07373 -1.98382 -3.53606 -0.1 0.2 -0.1
H 0.56545 -1.08767 -3.24196 0.3 0.1 0.0
C 3.06544 -0.13260 -5.47766 0.0 0.0 0.0
H 1.15638 -1.13929 -5.67455 0.0 0.1 0.0
H 1.04824 0.50145 -5.01613 0.1 -0.2 0.0
C 3.82482 0.76542 -4.49604 0.2 -0.1 0.1
H 3.60756 -1.08134 -5.59106 0.0 0.1 0.0
H 3.04278 0.33408 -6.46833 0.0 0.0 0.0
C 3.82756 0.17828 -3.07868 -0.1 0.0 -0.4
H 4.85777 0.90779 -4.83188 -0.1 0.1 -0.1
H 3.34366 1.75510 -4.46175 0.1 -0.1 0.0
H 4.34968 -0.79265 -3.05658 0.0 0.3 -0.1
H 4.36364 0.85027 -2.39421 -0.2 -0.3 -0.3
C 3.39356 0.56791 0.17164 -0.3 -0.6 0.0
C 3.74655 -2.82634 -1.25141 0.1 -0.5 0.3
H 2.84262 -2.18547 0.59284 -0.1 -0.1 -0.2
C 4.12398 -4.17935 -0.62628 0.0 0.0 -0.2
H 3.45612 -2.96247 -2.30411 0.1 0.0 0.2
H 4.61733 -2.15724 -1.23946 -0.3 -0.2 0.0
C 2.94821 -5.16280 -0.66298 0.1 0.1 -0.1
H 4.98886 -4.60417 -1.14852 -0.1 0.0 0.1
H 4.42271 -4.01950 0.42149 0.0 0.0 -0.2
C 1.68411 -4.55957 -0.04521 -0.1 0.1 0.0
H 2.74859 -5.44556 -1.70588 0.0 0.1 0.1
H 3.21784 -6.08510 -0.13499 -0.1 0.1 -0.1
C 1.33853 -3.16712 -0.60782 0.2 -0.2 -0.1
H 0.83716 -5.23922 -0.19155 0.1 0.1 0.1
H 1.83795 -4.45953 1.03856 -0.1 0.0 -0.1
H 1.05636 -3.24802 -1.67073 0.0 0.1 0.3
H 0.43684 -2.81505 -0.06333 0.4 0.0 -0.2
C 3.41146 2.06111 -0.18456 0.1 -0.1 0.0
H 2.92542 0.50511 1.17498 0.2 0.0 -0.4
C 4.28576 2.82414 0.82622 -0.1 -0.2 0.0
H 3.81873 2.21084 -1.19631 0.0 0.1 0.2
H 2.37644 2.43314 -0.18994 0.3 -0.1 0.1
C 5.69095 2.21842 0.95197 -0.1 0.0 0.0
H 4.36797 3.87259 0.52132 -0.1 0.0 0.1
H 3.79323 2.79889 1.81011 0.1 0.0 -0.2
C 5.64412 0.71954 1.26517 0.0 0.0 -0.1
H 6.24244 2.37465 0.01404 -0.1 -0.1 0.0
H 6.26289 2.73803 1.72959 -0.1 0.0 0.0
C 4.78668 -0.04472 0.25199 0.3 0.3 0.0
H 6.65798 0.30541 1.26242 0.0 0.0 0.1
H 5.22676 0.56986 2.27246 0.0 0.0 -0.2
H 5.25343 0.00126 -0.74456 0.1 -0.1 0.3
H 4.73579 -1.10289 0.54167 0.0 0.3 0.0
C -0.01690 1.72489 -0.64228 1.4 -1.2 0.9
C -2.74629 0.23322 1.41985 -1.3 -0.7 1.0
H 0.68964 2.08949 -1.39855 0.0 -0.4 0.0
C -2.69595 1.47026 2.29257 -0.2 0.3 0.0
H -3.19597 0.37092 0.41567 0.4 -0.3 0.6
C -2.74979 2.78669 1.49211 0.3 0.2 0.4
H -3.57768 1.45975 2.95719 0.2 -0.1 -0.1
H -1.80408 1.45197 2.95238 -0.4 0.0 -0.3
C -1.40772 3.21915 0.87396 -0.8 0.1 -0.6
H -3.51135 2.69240 0.70216 0.1 0.1 0.2
H -3.06878 3.60005 2.15998 -0.1 -0.3 0.0
C -1.17500 2.62372 -0.55991 -0.2 0.6 0.1
H -1.43660 4.31697 0.76938 0.1 -0.2 0.1
H -0.56852 2.96617 1.55124 -0.3 0.0 -0.5
H -2.06422 2.07788 -0.97362 -0.2 0.5 0.5
H -0.99167 3.50242 -1.22018 -0.4 -0.5 0.1
O -2.62536 -1.92343 -2.91544 0.3 0.3 0.3
N -2.23014 -1.48746 -1.84886 0.5 0.2 0.0
O -1.26361 -0.61039 -1.88971 -1.1 -1.2 -0.4
```
Forces are in eV/Å.

2S+1 = 3
E_tot = -2503.27636 a.u.
E_HOMO (spin up / spin down) = -1.67 / -1.58 eV
relative energy (zero: lowest compared OMol25 entry of this formula, charge and spin) = 61.1 kcal per mole
LUMO energy (spin up / spin down) = 0.0928 / 0.0928 Ha
net charge = -1

---

Record 3
C25H45GeN3O4PtS3Si | the ωB97M-V functional and the def2-TZVPD basis

```
83
Properties=species:S:1:pos:R:3:forces:R:3
Pt -0.01815 -0.62634 -0.80209 0.0 0.0 -0.1
C 1.64373 1.30487 1.85622 0.0 0.0 0.0
C 0.98065 0.00501 2.15222 0.0 0.0 0.0
N 0.38568 -0.75893 1.29020 0.0 0.0 0.0
C -0.23971 -1.86379 1.87314 0.1 0.0 0.0
C 0.00159 -1.97784 3.23618 0.0 0.0 0.0
S 0.90147 -0.59731 3.76540 0.0 0.0 0.0
C -1.04613 -2.64936 1.03646 -0.1 0.0 -0.1
C -1.78384 -3.80140 1.35180 0.1 0.0 0.0
S -2.64390 -4.32940 -0.05917 0.0 0.0 0.0
C -1.96845 -3.02934 -0.98263 0.0 0.0 0.0
N -1.17994 -2.25067 -0.29985 0.0 0.0 0.1
C -2.32387 -2.91484 -2.42414 0.0 0.0 0.0
H 0.92960 1.94661 1.33683 0.0 0.0 0.0
H 2.51751 1.16507 1.22112 0.0 0.0 0.0
H 1.94466 1.78911 2.78510 0.0 0.0 0.0
H -0.47826 -2.64259 3.93302 0.0 0.0 0.0
H -1.93983 -4.24099 2.31996 0.0 0.0 0.0
H -2.68162 -3.87885 -2.78934 0.0 0.0 0.0
H -1.45854 -2.59658 -3.00446 0.0 0.0 0.0
H -3.11225 -2.17454 -2.57625 0.0 0.0 0.0
O 2.95254 2.47991 -1.61373 0.0 0.0 0.0
C 2.11215 1.64499 -1.39422 0.0 0.0 0.0
N 1.30220 0.82386 -1.17987 0.0 0.0 0.0
C 0.88013 1.74748 -4.67208 0.0 0.0 0.0
Ge 0.58096 -0.13558 -4.18925 0.0 0.0 0.0
C -0.24232 -0.95419 -5.79669 0.0 0.0 0.0
C 2.32811 -0.99546 -3.95079 0.0 0.0 0.0
C -0.57119 -0.44069 -2.69198 0.0 0.0 0.1
H 1.49009 1.81189 -5.57703 0.0 0.0 0.0
H 1.39000 2.27663 -3.86727 0.0 0.0 0.0
H -0.07721 2.23822 -4.85921 0.0 0.0 0.0
H 0.28976 -0.66888 -6.70772 0.0 0.0 0.0
H -1.28117 -0.62922 -5.88823 0.0 0.0 0.0
H -0.23257 -2.04336 -5.71652 0.0 0.0 0.0
H 2.92336 -0.94281 -4.86594 0.0 0.0 0.0
H 2.18405 -2.04279 -3.67947 0.0 0.0 0.0
H 2.86944 -0.50550 -3.14267 0.0 0.0 0.0
H -1.64219 -0.35204 -2.88892 0.0 0.0 0.0
C -2.95777 5.30309 3.54845 0.0 0.0 0.0
C -2.19018 5.78500 2.31700 0.0 0.0 0.0
C -0.70127 5.47602 2.46434 0.0 0.0 0.0
C -2.39409 7.28964 2.13859 0.0 0.0 0.0
O -2.68408 5.18657 1.13124 -0.1 0.0 0.0
Si -3.14141 3.57822 0.87480 0.0 0.0 0.0
S -1.99310 2.17255 1.74812 0.0 0.0 0.1
O -4.74292 3.47697 1.36014 0.0 0.0 0.0
C -5.91920 4.01796 0.79559 0.0 0.0 0.0
C -5.72645 5.45951 0.32281 0.0 0.0 0.0
C -6.37770 3.13917 -0.36927 0.0 0.0 0.0
C -6.96558 3.98379 1.90945 0.0 0.0 0.0
O -3.29162 3.58394 -0.78683 -0.1 0.0 0.0
C -2.33451 3.89536 -1.79130 0.0 0.0 0.0
C -2.45137 5.38449 -2.11992 0.0 0.0 0.0
C -2.71429 3.05599 -3.00888 0.0 0.0 0.0
C -0.91290 3.55596 -1.35844 0.0 0.0 0.0
H -2.60185 5.82312 4.44302 0.0 0.0 0.0
H -2.81858 4.22880 3.67876 0.0 0.0 0.0
H -4.02575 5.49868 3.42610 0.0 0.0 0.0
H -0.29146 5.96090 3.35580 0.0 0.0 0.0
H -0.16136 5.84030 1.58662 0.0 0.0 0.0
H -0.56053 4.39676 2.53492 0.0 0.0 0.0
H -2.00698 7.84195 2.99939 0.0 0.0 0.0
H -3.45708 7.51280 2.02430 0.0 0.0 0.0
H -1.87458 7.62762 1.23942 0.0 0.0 0.0
H -4.97960 5.50675 -0.46876 0.0 0.0 0.0
H -5.37954 6.08384 1.14791 0.0 0.0 0.0
H -6.67410 5.85901 -0.05166 0.0 0.0 0.0
H -5.61672 3.13593 -1.14788 0.0 0.0 0.0
H -7.32376 3.50394 -0.78196 0.0 0.0 0.0
H -6.51493 2.11418 -0.01952 0.0 0.0 0.0
H -6.63926 4.60881 2.74332 0.0 0.0 0.0
H -7.07748 2.96148 2.27374 0.0 0.0 0.0
H -7.93412 4.34536 1.55193 0.0 0.0 0.0
H -3.45952 5.61017 -2.47950 0.0 0.0 0.0
H -1.73215 5.66466 -2.89437 0.0 0.0 0.0
H -2.26353 5.97265 -1.22106 0.0 0.0 0.0
H -3.75813 3.24052 -3.27558 0.0 0.0 0.0
H -2.58916 1.99623 -2.77859 0.0 0.0 0.0
H -2.08085 3.30438 -3.86466 0.0 0.0 0.0
H -0.61505 4.15908 -0.49817 0.0 0.0 0.0
H -0.21780 3.74953 -2.18049 0.0 0.0 0.0
H -0.83530 2.50714 -1.07339 0.0 0.0 0.0
```
Forces are in eV/Å.

2S+1 = 3
E_tot = -5125.34447 a.u.
E_HOMO (spin up / spin down) = 0.64 / -1.97 eV
relative energy (zero: lowest compared OMol25 entry of this formula, charge and spin) = 1.6 kcal per mole
LUMO energy (spin up / spin down) = 0.1543 / 0.1523 Ha
net charge = -2